<w>
A cluster of 2 separate species, C2H5NO3 in total. Source: OMol25; level of theory: ωB97M-V with the def2-TZVPD basis set.

Properties
- Kohn-Sham gap: 10.80 eV
- SMILES: NC=O.O=CO
- HOMO level: -10.239 eV
- LUMO: 0.559 eV

Structure (ORCA input):
```
! RIJCOSX wB97M-V def2-TZVPD def2/J DEFGRID3
* xyz 0 1
N 0.530 -0.988 -0.525
C -0.056 -0.636 -1.801
O 0.046 0.462 -2.447
H 0.489 -2.056 -0.385
H 1.408 -0.532 -0.203
H -0.693 -1.522 -2.147
O 0.639 1.950 1.141
C -0.364 1.266 1.076
O -0.585 0.139 1.897
H -1.253 1.389 0.532
H -0.161 0.529 2.861
*
```


<x>
A cluster of 2 separate species, C2H5NO3 in total. Source: OMol25; level of theory: ωB97M-V with the def2-TZVPD basis set.

Properties
- Kohn-Sham gap: 10.76 eV
- SMILES: O=CNC=O.O
- HOMO level: -10.432 eV
- LUMO: 0.332 eV

Structure (ORCA input):
```
! RIJCOSX wB97M-V def2-TZVPD def2/J DEFGRID3
* xyz 0 1
O 2.394 -1.580 -0.066
C 1.811 -0.565 0.180
N 0.401 -0.471 0.236
C -0.222 0.407 -0.628
O 0.307 1.007 -1.520
H 2.374 0.328 0.474
H -0.176 -1.147 0.706
H -1.326 0.388 -0.580
O -3.559 0.904 1.259
H -2.804 1.345 1.650
H -3.907 0.388 1.984
*
```


The energy of each structure relative to the most stable one, in eV, is as follows: <w> 0.736; <x> 0.000.


<w>
A cluster of 2 separate species, C2H5NO3 in total. Source: OMol25; level of theory: ωB97M-V with the def2-TZVPD basis set.

Properties
- Kohn-Sham gap: 10.82 eV
- SMILES: NC=O.O=CO
- HOMO level: -10.096 eV
- LUMO: 0.721 eV

Structure (ORCA input):
```
! RIJCOSX wB97M-V def2-TZVPD def2/J DEFGRID3
* xyz 0 1
N -2.774 -0.503 -1.518
C -2.062 -1.558 -1.980
O -1.506 -2.433 -1.372
H -3.035 0.112 -2.267
H -2.976 -0.326 -0.552
H -2.101 -1.597 -3.087
O 3.362 2.092 1.220
C 2.629 1.446 1.914
O 2.994 0.528 2.812
H 1.543 1.571 1.820
H 3.926 0.667 3.010
*
```


<x>
A cluster of 2 separate species, C2H5NO3 in total. Source: OMol25; level of theory: ωB97M-V with the def2-TZVPD basis set.

Properties
- Kohn-Sham gap: 10.43 eV
- SMILES: O=CNC=O.O
- HOMO level: -9.844 eV
- LUMO: 0.585 eV

Structure (ORCA input):
```
! RIJCOSX wB97M-V def2-TZVPD def2/J DEFGRID3
* xyz 0 1
O 1.641 2.356 -0.442
C 0.623 2.094 -0.996
N -0.462 1.641 -0.308
C -0.282 0.679 0.679
O 0.811 0.209 0.912
H 0.318 2.597 -2.053
H -1.402 1.829 -0.632
H -1.410 0.251 0.875
O -0.213 -3.609 0.501
H 0.650 -3.813 0.238
H -0.274 -4.234 1.227
*
```


The energy of each structure relative to the most stable one, in eV, is as follows: <w> 0.000; <x> 1.255.


<w>
The molecule C2H5NO3. Source: OMol25; level of theory: ωB97M-V with the def2-TZVPD basis set.

Properties
- Kohn-Sham gap: 11.02 eV
- SMILES: O=CNC(O)O
- HOMO level: -10.275 eV
- LUMO: 0.749 eV

Structure (ORCA input):
```
! RIJCOSX wB97M-V def2-TZVPD def2/J DEFGRID3
* xyz 0 1
O -2.033 -0.524 0.283
C -1.575 0.543 -0.062
N -0.292 0.847 -0.110
C 0.694 -0.233 0.320
O 2.003 0.226 0.163
O 0.612 -1.437 -0.312
H -2.009 1.401 -0.511
H 0.070 1.599 -0.712
H 0.332 -0.297 1.390
H 2.546 -0.519 -0.267
H -0.349 -1.606 -0.182
*
```


<x>
A cluster of 2 separate species, C2H5NO3 in total. Source: OMol25; level of theory: ωB97M-V with the def2-TZVPD basis set.

Properties
- Kohn-Sham gap: 9.79 eV
- HOMO level: -11.084 eV
- LUMO: -1.295 eV

Structure (ORCA input):
```
! RIJCOSX wB97M-V def2-TZVPD def2/J DEFGRID3
* xyz 0 1
C 1.236 -0.600 -0.154
C 0.037 0.032 0.537
N -1.304 -0.415 0.177
O -1.444 -1.308 -0.624
O -2.129 0.257 0.732
O 0.080 1.631 -0.641
H 1.703 -1.448 0.519
H 1.785 0.320 -0.337
H 0.786 -0.953 -1.094
H 0.042 0.495 1.458
H -0.790 1.990 -0.575
*
```


The energy of each structure relative to the most stable one, in eV, is as follows: <w> 0.000; <x> 5.219.


<w>
A cluster of 2 separate species, C2H5NO3 in total. Source: OMol25; level of theory: ωB97M-V with the def2-TZVPD basis set.

Properties
- Kohn-Sham gap: 10.87 eV
- SMILES: O=CNC=O.O
- HOMO level: -10.242 eV
- LUMO: 0.624 eV

Structure (ORCA input):
```
! RIJCOSX wB97M-V def2-TZVPD def2/J DEFGRID3
* xyz 0 1
O -2.543 -0.848 1.703
C -1.666 -1.500 2.171
N -0.351 -1.489 1.646
C -0.136 -1.468 0.278
O -0.953 -1.785 -0.541
H -1.787 -2.166 3.035
H 0.411 -1.648 2.286
H 0.868 -1.174 -0.068
O 2.280 3.739 -3.518
H 2.237 4.364 -2.786
H 1.639 3.975 -4.206
*
```


<x>
A cluster of 2 separate species, C2H5NO3 in total. Source: OMol25; level of theory: ωB97M-V with the def2-TZVPD basis set.

Properties
- Kohn-Sham gap: 10.74 eV
- SMILES: O=CNC=O.O
- HOMO level: -10.437 eV
- LUMO: 0.307 eV

Structure (ORCA input):
```
! RIJCOSX wB97M-V def2-TZVPD def2/J DEFGRID3
* xyz 0 1
O -1.414 -0.228 -2.111
C -1.356 0.332 -1.058
N -0.045 0.603 -0.510
C 1.084 0.950 -1.280
O 1.292 2.072 -1.654
H -2.196 0.732 -0.489
H 0.241 0.189 0.366
H 1.769 0.120 -1.500
O 0.092 -1.327 2.990
H 1.003 -1.561 2.800
H -0.469 -1.881 2.446
*
```


<y>
A cluster of 2 separate species, C2H5NO3 in total. Source: OMol25; level of theory: ωB97M-V with the def2-TZVPD basis set.

Properties
- Kohn-Sham gap: 10.66 eV
- HOMO level: -10.241 eV
- LUMO: 0.419 eV

Structure (ORCA input):
```
! RIJCOSX wB97M-V def2-TZVPD def2/J DEFGRID3
* xyz 0 1
C -0.318 0.797 0.018
C 0.672 -0.225 0.477
N -1.612 0.404 0.304
O 0.053 1.814 -0.570
O 0.000 -1.558 -0.748
O 1.892 0.125 0.064
H 0.791 -0.848 1.429
H -1.849 -0.413 0.792
H -2.355 0.888 -0.097
H 0.841 -1.817 -1.168
H 1.885 0.834 -0.502
*
```


The energy of each structure relative to the most stable one, in eV, is as follows: <w> 0.000; <x> 0.616; <y> 1.112.


<w>
A structure of composition C27H42BaN5O5SSi2Te. Source: OMol25; level of theory: ωB97M-V with the def2-TZVPD basis set.

Properties
- Kohn-Sham gap: 7.16 eV
- HOMO level: -5.079 eV
- LUMO: 2.082 eV

Structure (ORCA input):
```
! RIJCOSX wB97M-V def2-TZVPD def2/J DEFGRID3
* xyz -1 1
Ba 0.941 -1.827 1.474
O 0.995 -4.494 0.534
C 1.746 -5.365 1.395
C 2.012 -4.863 2.820
N 2.570 -3.524 2.920
C 3.887 -3.368 2.300
C 3.922 -3.285 0.747
O 4.762 -3.961 0.162
O 3.072 -2.486 0.203
C 2.505 -2.932 4.265
C 2.638 -1.372 4.318
O 3.319 -0.928 5.238
O 1.985 -0.714 3.442
H 1.652 -3.882 0.156
H 2.692 -5.612 0.906
H 1.159 -6.281 1.467
H 2.696 -5.613 3.258
H 1.083 -4.881 3.395
H 4.566 -4.177 2.602
H 4.307 -2.427 2.661
H 3.285 -3.348 4.914
H 1.527 -3.170 4.694
N -2.304 -0.025 4.188
C -2.027 -0.896 3.183
S -1.481 -2.458 3.634
N -2.321 -0.392 1.981
N -1.781 -1.024 0.931
C -2.264 -0.836 -0.249
C -3.502 -0.042 -0.495
C -4.664 -0.311 0.227
C -5.811 0.439 0.020
C -5.815 1.477 -0.903
C -4.663 1.757 -1.624
C -3.519 0.999 -1.422
C -1.542 -1.421 -1.410
C -2.209 -1.630 -2.623
C -1.517 -2.156 -3.698
C -0.176 -2.477 -3.557
C 0.411 -2.259 -2.321
N -0.246 -1.741 -1.290
H -2.234 -0.339 5.137
H -2.700 0.870 3.960
H -4.655 -1.109 0.957
H -6.707 0.216 0.586
H -6.711 2.065 -1.057
H -4.654 2.566 -2.344
H -2.621 1.218 -1.991
H -3.259 -1.392 -2.715
H -2.027 -2.324 -4.639
H 0.399 -2.893 -4.373
H 1.452 -2.503 -2.136
C 3.285 3.273 -2.691
Si 2.424 1.635 -3.002
C 3.531 0.200 -2.537
C 1.980 1.521 -4.826
C 0.826 1.575 -2.016
Te 1.177 1.634 0.092
C -0.823 2.228 0.586
Si -1.101 4.074 0.640
C -0.590 4.858 -0.991
C -2.934 4.381 0.915
C -0.112 4.826 2.042
H 4.235 3.312 -3.230
H 3.492 3.422 -1.630
H 2.671 4.109 -3.034
H 4.548 0.358 -2.904
H 3.164 -0.725 -2.985
H 3.592 0.026 -1.460
H 2.875 1.526 -5.452
H 1.353 2.363 -5.129
H 1.430 0.600 -5.033
H 0.269 0.664 -2.244
H 0.200 2.437 -2.260
H -1.072 1.749 1.536
H -1.461 1.746 -0.156
H -1.232 4.521 -1.808
H 0.444 4.610 -1.241
H -0.668 5.947 -0.934
H -3.523 3.978 0.087
H -3.157 5.448 1.003
H -3.276 3.887 1.827
H 0.957 4.646 1.914
H -0.409 4.395 3.001
H -0.270 5.906 2.093
*
```


<x>
A structure of composition C27H42BaN5O5SSi2Te. Source: OMol25; level of theory: ωB97M-V with the def2-TZVPD basis set.

Properties
- Kohn-Sham gap: 6.92 eV
- HOMO level: -4.747 eV
- LUMO: 2.172 eV

Structure (ORCA input):
```
! RIJCOSX wB97M-V def2-TZVPD def2/J DEFGRID3
* xyz -1 1
Ba 0.445 0.797 0.601
O 2.522 1.539 -0.270
C 2.830 2.747 0.377
C 2.888 2.590 1.888
N 1.688 1.973 2.416
C 2.035 0.955 3.385
C 2.665 -0.220 2.589
O 3.652 -0.784 3.039
O 2.089 -0.449 1.484
C 0.686 2.934 2.823
C -0.031 3.376 1.548
O 0.222 4.487 1.067
O -0.797 2.520 1.042
H 2.694 0.830 0.380
H 2.070 3.481 0.107
H 3.801 3.125 0.023
H 3.066 3.582 2.336
H 3.747 1.949 2.128
H 1.138 0.566 3.870
H 2.738 1.305 4.157
H 1.106 3.809 3.342
H -0.047 2.443 3.465
N -3.690 -1.257 2.410
C -2.487 -1.053 1.804
S -1.221 -0.533 2.782
N -2.482 -1.350 0.515
N -1.416 -1.086 -0.217
C -1.427 -1.546 -1.440
C -2.583 -2.284 -2.013
C -3.142 -3.398 -1.391
C -4.243 -4.031 -1.944
C -4.806 -3.561 -3.118
C -4.270 -2.443 -3.734
C -3.170 -1.808 -3.186
C -0.286 -1.281 -2.291
C -0.073 -2.037 -3.459
C 1.012 -1.759 -4.262
C 1.868 -0.730 -3.893
C 1.590 -0.042 -2.722
N 0.562 -0.303 -1.937
H -3.698 -1.248 3.415
H -4.387 -1.781 1.910
H -2.700 -3.769 -0.480
H -4.665 -4.900 -1.456
H -5.661 -4.063 -3.550
H -4.716 -2.057 -4.640
H -2.764 -0.921 -3.650
H -0.745 -2.847 -3.702
H 1.195 -2.343 -5.154
H 2.727 -0.469 -4.491
H 2.232 0.763 -2.400
C -0.706 7.128 -1.148
Si 0.691 6.495 -2.279
C 2.260 6.182 -1.242
C 1.070 7.883 -3.553
C 0.168 4.873 -3.103
Te -0.551 3.545 -1.494
C -1.761 2.397 -2.924
Si -3.574 2.580 -2.421
C -4.019 4.389 -1.982
C -4.774 2.167 -3.866
C -3.883 1.420 -0.947
H -0.501 8.119 -0.751
H -0.811 6.443 -0.312
H -1.662 7.165 -1.664
H 2.805 7.090 -1.006
H 2.944 5.506 -1.748
H 1.962 5.718 -0.308
H 1.350 8.807 -3.056
H 0.207 8.094 -4.176
H 1.888 7.604 -4.209
H 0.977 4.409 -3.661
H -0.656 5.032 -3.793
H -1.458 1.354 -2.893
H -1.551 2.781 -3.917
H -3.886 5.048 -2.835
H -3.379 4.750 -1.183
H -5.051 4.478 -1.656
H -4.598 2.808 -4.726
H -5.802 2.320 -3.554
H -4.679 1.138 -4.193
H -3.112 1.568 -0.196
H -3.844 0.377 -1.251
H -4.845 1.595 -0.478
*
```


The energy of each structure relative to the most stable one, in eV, is as follows: <w> 0.000; <x> 3.488.